Record 1
9
Properties=species:S:1:pos:R:3 method="wB97M-V/def2-TZVPD" lumo_energy_ev=0.4262 fmax_ev_per_a=4.99 total_charge=0 smiles="N=[P@](N)(O)Br" e_above_lowest_kcal_mol=14.1 gap_ev=10.322 e_homo_ev=-9.90
P 0.03626 0.21621 -0.30485
N -0.37534 -0.99249 1.08069
H 1.63559 0.89350 1.00118
N -1.13777 0.68434 -1.21238
H -0.79725 -1.75904 0.67245
H -0.72461 1.05244 -2.15341
H -1.20577 -0.59248 1.69085
Br 1.72746 -0.82532 -1.28616
O 0.84143 1.32285 0.51162

Record 2
4
Properties=species:S:1:pos:R:3 method="wB97M-V/def2-TZVPD" lumo_energy_ev="-1.4914 / -1.4956" fmax_ev_per_a=0.52 total_charge=0 smiles="O=S.Br" e_above_lowest_kcal_mol=22.5 gap_ev="7.773 / 7.745" e_homo_ev="-9.26 / -9.24"
Br -1.31484 -0.71762 -1.17690
H -2.01013 0.05074 -0.17822
S 2.05490 0.03896 0.12539
O 1.27007 0.62793 1.22973

Record 3
4
Properties=species:S:1:pos:R:3 method="wB97M-V/def2-TZVPD" s_squared=2.01 lumo_energy_ev="0.7278 / -1.4185" fmax_ev_per_a=3.32 total_charge=0 e_above_lowest_kcal_mol=0.0 gap_ev="10.551 / 9.436" spin_multiplicity=3 e_homo_ev="-9.82 / -10.85"
Br 1.51708 -1.60786 -0.45874
O -0.76417 0.70269 0.81686
S -1.11417 1.81594 -0.01184
H 0.36125 -0.91076 -0.34627